This record from the OMol25 dataset describes a structure of composition C37H67AsInN10OP. The level of theory is ωB97M-V with the def2-TZVPD basis set.

Each line ends with the natural charge from an NBO analysis.
Geometry (Å):
In -0.41 -0.33 1.09  1.705
N -1.63 0.92 2.54  -0.925
C -3.04 1.18 2.24  -0.231
C -3.20 1.53 0.76  -0.241
N -2.36 0.71 -0.14  -0.492
C -1.82 1.53 -1.25  -0.233
C -0.43 1.08 -1.64  -0.244
N 0.43 1.16 -0.44  -0.903
C -3.08 -0.46 -0.67  -0.250
C -3.35 -1.49 0.41  -0.230
N -2.07 -1.95 0.99  -0.916
H -1.08 1.79 2.43  0.467
H -1.51 0.64 3.51  0.413
H -3.63 0.31 2.53  0.201
H -3.41 2.02 2.83  0.222
H -4.25 1.45 0.47  0.218
H -2.90 2.57 0.65  0.224
H -2.48 1.50 -2.12  0.222
H -1.75 2.56 -0.91  0.214
H -0.43 0.04 -1.99  0.239
H -0.06 1.70 -2.45  0.221
H 1.39 0.90 -0.66  0.414
H 0.43 2.10 -0.04  0.435
H -4.02 -0.16 -1.14  0.215
H -2.46 -0.92 -1.44  0.241
H -3.97 -1.07 1.21  0.201
H -3.91 -2.32 -0.02  0.226
H -2.22 -2.51 1.82  0.410
H -1.58 -2.55 0.32  0.448
C -0.62 -6.29 -4.04  -0.631
C 0.62 -5.44 -4.16  -0.037
C 1.32 -5.39 -5.37  -0.183
C 2.45 -4.61 -5.52  -0.187
C 2.94 -3.87 -4.45  -0.212
C 2.27 -3.92 -3.24  -0.241
C 1.11 -4.68 -3.11  0.190
N 0.47 -4.70 -1.81  -0.657
C 0.13 -3.57 -1.13  0.648
N 0.34 -3.61 0.29  -0.691
C 1.52 -2.86 0.67  0.194
C 1.41 -1.51 0.97  -0.573
C 2.58 -0.78 1.22  -0.200
C 3.82 -1.40 1.23  -0.232
C 3.90 -2.76 1.00  -0.184
C 2.77 -3.51 0.71  -0.050
C 2.94 -4.99 0.45  -0.645
N -0.36 -2.49 -1.61  -0.601
C -0.76 -2.42 -2.98  0.074
C 0.03 -1.73 -3.89  -0.238
C -0.36 -1.60 -5.21  -0.190
C -1.56 -2.15 -5.63  -0.209
C -2.35 -2.83 -4.72  -0.220
C -1.98 -2.97 -3.38  0.020
C -2.91 -3.71 -2.45  -0.653
H -0.62 -7.06 -4.80  0.234
H -1.51 -5.68 -4.17  0.225
H -0.69 -6.77 -3.07  0.216
H 0.95 -5.97 -6.21  0.224
H 2.97 -4.59 -6.47  0.230
H 3.84 -3.28 -4.55  0.225
H 2.63 -3.36 -2.39  0.211
H 0.70 -5.50 -1.25  0.400
H 0.44 -4.57 0.58  0.380
H 2.52 0.28 1.43  0.201
H 4.72 -0.82 1.43  0.229
H 4.86 -3.25 1.04  0.228
H 3.89 -5.33 0.85  0.244
H 2.94 -5.20 -0.62  0.232
H 2.16 -5.60 0.92  0.206
H 0.98 -1.33 -3.57  0.217
H 0.28 -1.08 -5.92  0.225
H -1.88 -2.06 -6.66  0.229
H -3.30 -3.26 -5.04  0.220
H -3.22 -4.66 -2.87  0.240
H -3.83 -3.13 -2.29  0.214
H -2.46 -3.91 -1.48  0.201
C 2.98 0.83 4.51  -0.931
As 1.18 0.30 3.99  0.877
C 0.21 0.88 5.60  -0.953
C 1.30 -1.60 4.46  -0.942
H 3.20 0.44 5.50  0.235
H 3.07 1.91 4.52  0.236
H 3.70 0.42 3.80  0.236
H 0.83 0.71 6.48  0.243
H -0.71 0.31 5.71  0.223
H -0.04 1.94 5.55  0.230
H 1.59 -1.71 5.50  0.237
H 2.03 -2.09 3.82  0.241
H 0.33 -2.08 4.31  0.219
C -2.45 5.82 1.51  -0.407
N -1.34 5.33 0.69  -0.822
C -1.59 5.42 -0.74  -0.412
P -0.02 4.63 1.39  2.462
O -0.12 3.16 1.69  -1.207
N 0.23 5.44 2.79  -0.829
C 0.31 6.90 2.84  -0.411
C 0.51 4.78 4.05  -0.402
N 1.18 4.85 0.26  -0.814
C 2.42 4.09 0.50  -0.419
C 1.48 6.18 -0.27  -0.416
H -3.37 5.30 1.26  0.193
H -2.61 6.89 1.34  0.208
H -2.24 5.67 2.57  0.222
H -2.54 4.93 -0.99  0.193
H -0.80 4.93 -1.30  0.221
H -1.66 6.46 -1.06  0.209
H -0.05 7.33 1.91  0.213
H 1.33 7.24 3.00  0.205
H -0.31 7.28 3.65  0.209
H 0.53 3.70 3.90  0.220
H -0.26 5.02 4.80  0.196
H 1.48 5.10 4.45  0.201
H 2.20 3.16 1.02  0.212
H 3.12 4.67 1.10  0.198
H 2.90 3.87 -0.46  0.207
H 1.98 6.09 -1.23  0.215
H 2.14 6.74 0.40  0.196
H 0.57 6.76 -0.41  0.214

HOMO-LUMO gap = 8.31 eV
Electronic energy = -4839.80651 hartree
Total charge = +2

=====

This record from the OMol25 dataset describes a structure of composition C36H47As4P2S6Tc. The level of theory is ωB97M-V with the def2-TZVPD basis set.

Each line ends with the Löwdin spin population.
Geometry (Å):
Tc -1.57 -0.25 0.25  2.223
S -1.79 1.53 1.96  0.051
P -0.05 0.61 2.52  0.030
C 0.41 -0.25 1.13  0.104
P 1.94 -0.46 0.38  0.032
S 2.06 0.08 -1.54  0.010
C 3.27 0.42 1.28  0.002
C 4.18 -0.24 2.10  0.000
C 5.22 0.47 2.71  0.000
C 5.34 1.83 2.51  0.000
C 4.42 2.50 1.70  0.000
C 3.40 1.79 1.09  0.001
C 2.55 -2.19 0.48  0.006
C 3.49 -2.66 -0.43  0.001
C 3.97 -3.96 -0.33  0.000
C 3.51 -4.80 0.68  0.000
C 2.58 -4.33 1.60  0.000
C 2.11 -3.03 1.49  0.002
C 1.06 1.84 3.28  0.003
C 2.05 1.44 4.18  0.001
C 2.87 2.38 4.78  0.000
C 2.69 3.74 4.51  0.000
C 1.71 4.14 3.62  0.000
C 0.90 3.19 3.01  0.000
C -0.51 -0.34 4.02  0.008
C -1.04 0.38 5.09  0.002
C -1.40 -0.27 6.25  0.000
C -1.23 -1.64 6.37  0.000
C -0.71 -2.36 5.31  0.000
C -0.35 -1.71 4.14  0.006
H 4.11 -1.30 2.26  0.000
H 5.92 -0.06 3.34  0.000
H 6.15 2.38 2.99  0.000
H 4.51 3.56 1.55  0.000
H 2.70 2.31 0.45  0.000
H 3.83 -2.01 -1.23  0.000
H 4.69 -4.32 -1.05  0.000
H 3.88 -5.82 0.75  0.000
H 2.22 -4.98 2.39  0.000
H 1.39 -2.66 2.20  0.002
H 2.17 0.39 4.41  0.000
H 3.64 2.06 5.48  0.000
H 3.32 4.47 4.99  0.000
H 1.56 5.19 3.41  0.000
H 0.11 3.50 2.33  0.000
H -1.20 1.45 5.00  0.001
H -1.84 0.30 7.07  0.000
H -1.52 -2.15 7.28  0.000
H -0.60 -3.44 5.38  0.000
H -0.02 -2.28 3.29  0.002
C -2.80 2.83 -1.54  0.000
As -1.24 1.67 -1.43  0.014
C 0.08 3.01 -0.98  0.008
C -0.80 1.39 -3.32  -0.004
C -1.35 0.13 -4.03  0.000
C -0.89 0.19 -5.49  0.000
C -0.72 -1.15 -3.45  -0.008
As -1.25 -1.82 -1.69  0.004
C -2.81 -2.88 -2.10  0.008
C 0.06 -3.24 -1.50  0.001
C -2.88 0.03 -3.95  0.000
As -4.20 1.17 -4.90  0.000
C -4.21 0.27 -6.65  0.000
C -3.26 2.79 -5.51  0.000
H -2.54 3.70 -2.14  0.000
H -3.07 3.14 -0.53  0.001
H -3.65 2.31 -1.97  0.000
H -0.04 3.87 -1.63  0.000
H 1.07 2.57 -1.10  0.000
H -0.07 3.30 0.06  0.001
H 0.29 1.37 -3.36  0.000
H -1.14 2.29 -3.84  -0.001
H 0.20 0.14 -5.54  0.000
H -1.20 1.11 -5.98  0.000
H -1.29 -0.65 -6.06  0.000
H 0.36 -1.02 -3.39  0.000
H -0.92 -1.98 -4.14  -0.001
H -2.61 -3.46 -3.01  0.000
H -3.68 -2.25 -2.23  0.004
H -3.01 -3.54 -1.26  0.002
H -0.04 -3.92 -2.34  -0.001
H -0.15 -3.76 -0.57  0.001
H 1.06 -2.82 -1.48  0.000
H -3.20 0.07 -2.90  0.002
H -3.19 -0.96 -4.29  0.000
H -4.51 -0.77 -6.51  0.000
H -3.24 0.30 -7.14  0.000
H -4.95 0.76 -7.29  0.000
H -3.07 3.46 -4.67  0.000
H -3.95 3.29 -6.19  0.000
H -2.33 2.60 -6.04  0.000
S -5.08 -0.82 2.99  0.049
As -4.41 -1.70 1.23  0.024
S -2.20 -2.17 1.44  0.191
S -3.87 -0.05 -0.27  0.194
S -5.42 -3.26 0.30  0.024

HOMO-LUMO gap (spin up / spin down) = 6.71 / 6.07 eV
Electronic energy = -13495.93386 hartree
⟨S²⟩ = 3.7843
2S+1 = 4
Total charge = -1

=====

This record from the OMol25 dataset describes a structure of composition C13H17ClOPb at a distorted geometry. The level of theory is ωB97M-V with the def2-TZVPD basis set.

Each line ends with the natural charge from an NBO analysis.
Geometry (Å):
C 1.92 -1.41 -1.54  -0.427
C 2.39 -0.13 -1.99  -0.370
C 1.32 0.53 -2.64  -0.314
H 3.40 0.26 -1.88  0.198
C 0.17 -0.31 -2.59  -0.335
C 0.53 -1.52 -1.93  -0.393
H -0.09 -2.39 -1.82  0.202
H 2.51 -2.18 -1.07  0.214
H 1.37 1.51 -3.15  0.192
H -0.80 -0.06 -3.01  0.199
Pb 0.67 -0.12 0.37  1.329
Cl 2.35 -0.96 2.07  -0.786
C 0.13 2.22 1.55  -0.442
C -0.80 2.43 0.49  -0.325
C -0.06 2.87 -0.67  -0.346
H -1.88 2.36 0.54  0.202
C 1.31 2.93 -0.33  -0.340
C 1.45 2.54 1.05  -0.384
H 2.38 2.53 1.62  0.203
H -0.11 1.97 2.57  0.203
H -0.49 3.16 -1.62  0.185
H 2.12 3.27 -0.96  0.186
C -1.50 -1.16 2.50  -0.630
C -1.40 -1.63 1.05  0.064
C -2.42 -2.60 0.55  -0.620
O -1.56 -0.50 0.21  -0.955
H -2.40 -0.56 2.54  0.202
H -0.65 -0.52 2.77  0.222
H -1.52 -2.04 3.15  0.172
H -0.36 -2.12 0.98  0.118
H -3.35 -2.06 0.56  0.202
H -2.18 -2.82 -0.50  0.213
H -2.43 -3.50 1.15  0.162

HOMO-LUMO gap = 5.83 eV
Electronic energy = -1233.77378 hartree
Total charge = -2

=====

This record from the OMol25 dataset describes the molecule C4H10NP at a distorted geometry. The level of theory is ωB97M-V with the def2-TZVPD basis set.

Each line ends with the natural charge from an NBO analysis.
Geometry (Å):
C 2.66 -0.94 -0.34  -0.623
C 1.45 -0.19 0.12  -0.272
C 0.22 -0.59 -0.21  0.019
N -1.19 0.08 0.08  -0.747
C -1.24 1.35 0.75  -0.411
P -2.47 -0.72 -0.67  0.559
H 3.16 -0.33 -1.09  0.214
H 3.40 -1.05 0.47  0.211
H 2.37 -1.90 -0.75  0.210
H 1.71 0.55 0.92  0.210
H 0.01 -1.47 -0.69  0.186
H -0.30 1.84 0.70  0.201
H -1.88 2.07 0.33  0.197
H -1.52 1.30 1.79  0.187
H -3.59 -0.38 0.09  -0.059
H -2.79 0.38 -1.49  -0.084

HOMO-LUMO gap = 9.20 eV
Electronic energy = -554.43437 hartree
SMILES = C/C=C/N(C)P

=====

This record from the OMol25 dataset describes a structure of composition C63H131FeN7O7 at a distorted geometry. The level of theory is ωB97M-V with the def2-TZVPD basis set.

Each line ends with the Löwdin spin population.
Geometry (Å):
Fe 1.96 0.31 -0.53  3.715
C -1.22 3.14 -0.12  0.000
C -0.37 3.57 1.17  0.002
C -1.45 3.92 2.19  0.000
C -1.04 4.02 3.66  0.000
C -0.20 2.87 4.11  0.000
C 1.00 2.44 3.23  0.002
N 0.46 2.39 1.79  0.013
O 1.40 1.78 0.94  0.078
C 1.54 1.04 3.83  0.000
C 2.15 3.48 3.50  0.000
C 0.41 4.81 0.94  0.000
H -2.09 2.52 0.09  0.000
H -0.61 2.49 -0.74  0.000
H -1.50 4.01 -0.73  0.000
H -2.23 3.15 2.23  0.000
H -1.97 4.88 2.18  0.000
H -1.97 3.97 4.23  0.000
H -0.58 4.98 3.91  0.000
H -0.83 1.98 4.07  0.000
H -0.08 3.10 5.16  0.000
H 2.01 1.13 4.81  0.000
H 2.41 0.60 3.33  0.000
H 0.87 0.18 3.81  0.000
H 2.91 3.15 4.20  0.000
H 1.79 4.48 3.71  0.000
H 2.71 3.64 2.58  0.000
H 1.05 4.59 0.09  0.000
H 1.07 5.12 1.75  0.000
H -0.31 5.55 0.59  0.000
C 5.49 -3.04 -1.62  0.000
C 5.04 -3.01 -0.14  0.002
C 6.37 -3.43 0.60  0.000
C 6.45 -3.19 2.07  0.000
C 5.97 -1.73 2.41  0.000
C 4.70 -1.26 1.71  0.001
N 4.61 -1.67 0.26  0.016
O 3.52 -1.09 -0.53  0.088
C 4.84 0.33 1.80  0.000
C 3.49 -1.74 2.53  0.000
C 3.97 -4.11 0.19  0.000
H 4.66 -3.02 -2.32  0.000
H 6.08 -3.90 -1.92  0.000
H 6.15 -2.23 -1.92  0.000
H 7.25 -3.03 0.10  0.000
H 6.54 -4.51 0.50  0.000
H 7.45 -3.37 2.45  0.000
H 5.86 -3.93 2.62  0.000
H 6.79 -1.02 2.28  0.000
H 5.84 -1.72 3.49  0.000
H 4.99 0.72 2.81  0.000
H 3.91 0.78 1.45  0.000
H 5.60 0.74 1.13  0.000
H 3.49 -1.27 3.51  0.000
H 3.52 -2.82 2.61  0.000
H 2.60 -1.37 2.01  0.000
H 4.17 -5.14 -0.12  0.000
H 2.94 -3.94 -0.12  0.000
H 3.78 -4.18 1.26  0.000
C -2.62 -6.68 4.64  0.000
C -1.81 -5.40 4.98  0.000
C -0.77 -5.87 6.08  0.000
C 0.47 -4.89 6.23  0.000
C 1.21 -4.75 4.81  0.000
C 0.20 -4.28 3.68  0.000
N -1.06 -5.07 3.75  0.000
O -1.83 -5.09 2.57  0.000
C -0.13 -2.74 3.77  0.000
C 0.94 -4.72 2.31  0.000
C -2.72 -4.26 5.47  0.000
H -3.22 -7.03 5.48  0.000
H -2.01 -7.52 4.31  0.000
H -3.35 -6.54 3.84  0.000
H -1.35 -6.01 6.99  0.000
H -0.39 -6.85 5.78  0.000
H 1.18 -5.34 6.92  0.000
H -0.10 -4.06 6.64  0.000
H 1.58 -5.78 4.79  0.000
H 2.08 -4.12 4.98  0.000
H -1.18 -2.62 3.52  0.000
H -0.05 -2.36 4.78  0.000
H 0.49 -2.17 3.08  0.000
H 0.31 -4.48 1.45  0.000
H 1.82 -4.09 2.18  0.000
H 1.31 -5.73 2.16  0.000
H -2.05 -3.41 5.61  0.000
H -3.13 -4.40 6.47  0.000
H -3.47 -3.95 4.75  0.000
H -1.64 -5.98 2.27  0.000
C -1.92 -1.31 -1.23  0.001
C -0.42 -1.56 -1.20  0.001
C -0.11 -3.05 -1.40  0.000
C -0.11 -3.39 -2.91  0.000
C 1.02 -2.63 -3.66  0.000
C 0.76 -1.11 -3.61  0.001
N 0.43 -0.75 -2.15  0.024
O 0.36 0.63 -1.89  0.020
C 2.12 -0.42 -3.95  -0.001
C -0.39 -0.76 -4.62  0.001
C -0.10 -1.37 0.34  0.009
H -2.18 -0.35 -0.78  0.000
H -2.68 -1.97 -0.81  0.000
H -2.16 -1.19 -2.29  0.000
H 0.80 -3.42 -0.93  0.000
H -1.00 -3.47 -0.94  0.000
H -1.08 -3.24 -3.38  0.000
H -0.07 -4.47 -3.05  0.000
H 1.06 -3.04 -4.67  0.000
H 2.02 -2.86 -3.28  0.000
H 2.96 -0.98 -3.56  0.000
H 2.11 -0.39 -5.04  0.000
H 2.14 0.61 -3.58  0.000
H -0.09 -0.84 -5.67  0.000
H -1.28 -1.36 -4.43  0.000
H -0.76 0.26 -4.59  0.000
H -0.12 -0.35 0.72  0.002
H 0.81 -1.90 0.63  0.001
H -0.90 -1.90 0.86  0.002
H -0.47 0.83 -2.33  0.003
C -1.14 3.12 -5.71  0.000
C -2.51 3.44 -5.03  0.000
C -3.61 3.27 -6.11  0.000
C -5.06 3.15 -5.55  0.000
C -5.11 2.09 -4.58  0.000
C -4.07 2.30 -3.41  0.000
N -2.70 2.61 -3.87  0.000
O -1.62 2.53 -3.03  0.001
C -4.59 3.38 -2.43  0.000
C -4.05 0.95 -2.73  0.000
C -2.56 4.93 -4.53  0.000
H -0.89 3.67 -6.62  0.000
H -0.96 2.06 -5.90  0.000
H -0.31 3.44 -5.09  0.000
H -3.65 4.03 -6.89  0.000
H -3.38 2.43 -6.76  0.000
H -5.74 3.18 -6.41  0.000
H -5.27 4.10 -5.06  0.000
H -4.79 1.16 -5.05  0.000
H -6.10 1.89 -4.17  0.000
H -4.58 4.34 -2.94  0.000
H -5.54 3.12 -1.97  0.000
H -3.94 3.53 -1.57  0.000
H -3.65 1.02 -1.72  0.000
H -5.04 0.48 -2.68  0.000
H -3.48 0.21 -3.29  0.000
H -1.65 5.46 -4.79  0.000
H -2.54 5.12 -3.46  0.000
H -3.42 5.51 -4.87  0.000
H -1.61 3.48 -2.87  0.000
C 5.63 0.62 -2.61  0.000
C 5.30 2.14 -2.83  0.001
C 5.36 2.24 -4.33  0.000
C 4.76 3.56 -4.94  0.000
C 3.38 3.88 -4.30  0.000
C 3.28 3.58 -2.76  0.000
N 3.83 2.31 -2.48  0.001
O 3.57 1.87 -1.27  0.016
C 3.90 4.83 -1.99  0.000
C 1.79 3.47 -2.61  0.000
C 6.39 3.12 -2.11  0.000
H 6.70 0.41 -2.63  0.000
H 5.06 0.02 -3.31  0.000
H 5.40 0.29 -1.59  0.000
H 6.42 2.32 -4.54  0.000
H 4.78 1.44 -4.79  0.000
H 4.62 3.57 -6.02  0.000
H 5.40 4.44 -4.83  0.000
H 2.65 3.41 -4.95  0.000
H 3.40 4.97 -4.38  0.000
H 4.87 5.16 -2.34  0.000
H 3.29 5.73 -2.12  0.000
H 3.99 4.55 -0.94  0.000
H 1.40 3.10 -1.66  0.000
H 1.22 4.40 -2.64  0.000
H 1.36 2.78 -3.33  0.000
H 7.28 2.54 -1.86  0.000
H 6.14 3.68 -1.21  0.000
H 6.74 3.79 -2.90  0.000
H 4.02 2.51 -0.71  0.001
C -2.76 0.07 2.77  0.000
C -4.35 -0.11 2.73  0.000
C -5.03 1.19 2.35  0.000
C -6.54 1.15 2.03  0.000
C -6.75 0.31 0.77  0.000
C -6.04 -1.08 0.96  0.000
N -4.66 -1.01 1.59  0.000
O -4.09 -2.27 1.66  0.000
C -6.97 -2.13 1.75  0.000
C -5.87 -1.50 -0.51  0.000
C -4.74 -0.56 4.19  0.000
H -2.23 -0.78 3.19  0.000
H -2.58 0.96 3.38  0.000
H -2.34 0.14 1.76  0.000
H -4.98 1.80 3.25  0.000
H -4.45 1.73 1.60  0.000
H -7.05 2.11 1.90  0.000
H -7.15 0.73 2.83  0.000
H -6.57 0.84 -0.16  0.000
H -7.82 0.11 0.72  0.000
H -8.03 -1.87 1.76  0.000
H -6.89 -3.06 1.19  0.000
H -6.73 -2.13 2.81  0.000
H -5.57 -2.54 -0.47  0.000
H -6.83 -1.55 -1.03  0.000
H -5.13 -0.90 -1.04  0.000
H -4.67 -1.64 4.32  0.000
H -5.81 -0.37 4.28  0.000
H -4.20 -0.03 4.98  0.000
H -4.45 -2.60 2.49  0.000

HOMO-LUMO gap (spin up / spin down) = 6.59 / 6.52 eV
Electronic energy = -4652.11644 hartree
⟨S²⟩ = 6.0086
2S+1 = 5

=====

This record from the OMol25 dataset describes a cluster of 2 separate species, C5H9N5 in total at a distorted geometry. The level of theory is ωB97M-V with the def2-TZVPD basis set.

Each line ends with the natural charge from an NBO analysis.
Geometry (Å):
C -0.30 -2.05 -0.07  -0.062
C 0.50 -0.91 -0.02  -0.285
C -1.67 -1.86 -0.09  -0.194
C -2.29 -0.60 -0.17  -0.005
C -0.16 0.30 -0.06  0.068
N 3.40 0.88 -0.33  -0.052
N -1.45 0.53 -0.12  -0.238
N -2.91 2.25 -0.13  -0.362
N 4.47 0.40 -0.01  -0.249
N -1.72 1.87 0.02  0.254
H 0.17 -3.02 0.26  0.263
H 1.65 -0.89 0.15  0.200
H -2.17 -2.70 0.20  0.259
H -3.33 -0.54 0.09  0.242
H -3.76 1.78 -0.35  0.427
H -3.04 3.21 0.07  0.443
H 5.18 0.12 -0.78  0.457
H 4.77 0.19 0.93  0.424
H 2.66 1.06 0.42  0.410

HOMO-LUMO gap (spin up / spin down) = 6.25 / 5.58 eV
Electronic energy = -468.78889 hartree
Total charge = +2